A structure of composition C13H11N3O2S in a non-equilibrium geometry, computed with the ωB97M-V functional and the def2-TZVPD basis.

The geometry in ORCA input format:
```
! wB97M-V def2-TZVPD RIJCOSX def2/J DEFGRID3
* xyz 0 1
H 1.93639 1.95517 -1.28394
H -2.22433 0.37277 -3.13863
O 2.33148 -1.15708 4.06288
C 1.24142 0.24024 -0.00402
C 2.03116 2.53180 0.77085
N 3.04544 -1.65469 3.29161
H -0.24184 1.55903 -1.66433
C -2.77900 1.48222 -1.36904
H 3.04316 2.98371 0.79229
C -1.96790 0.32180 -2.05384
H 2.75336 0.01237 1.61201
N 0.10154 -3.69052 0.78394
C 1.75477 1.64450 -0.23216
H -2.38092 -0.62742 -1.67249
C 1.93741 -0.50303 1.07903
H 1.26807 2.79044 1.52814
C -0.42424 0.48366 -1.89745
N -1.03090 -2.46492 -1.02831
H -2.36713 0.33342 2.17801
C 1.64819 -1.82046 1.42283
S -1.08169 -3.95104 -0.31835
C -2.73189 0.84643 1.28950
C 0.58274 -2.46637 0.67325
C 0.21403 -0.33738 -0.77048
C -2.78791 1.16273 0.12278
H -3.82605 1.39841 -1.72973
H -2.33842 2.47480 -1.57038
O 2.31792 -2.51342 2.41730
C -0.12198 -1.71170 -0.42676
H 0.09713 0.30454 -2.86450
*
```

As for the energy relative to the best compared isomer or geometry (same formula, charge and spin): 117.3 kcal/mol. The HOMO energy comes out at -8.3 eV. The value obtained for the total energy is -1214.63612 hartree. For the HOMO-LUMO gap, the calculation gives 0.269 Ha.

***

The molecule CH2NP in a non-equilibrium geometry, computed with the ωB97M-V functional and the def2-TZVPD basis.

The geometry in ORCA input format:
```
! wB97M-V def2-TZVPD RIJCOSX def2/J DEFGRID3
* xyz 0 3
C -0.33353 0.07813 -0.02798
H -0.83169 0.14545 0.97840
P 1.44001 0.53808 -0.00812
H -1.06364 0.15410 -0.85579
N 0.78885 -0.91577 -0.08651
*
```

The expectation value of S² is 2.01. As for the energy relative to the best compared isomer or geometry (same formula, charge and spin): 25.5 kcal/mol. The HOMO energy (alpha / beta) comes out at -7.1 / -10.0 eV. The value obtained for the total energy is -435.24386 hartree. For the HOMO-LUMO gap (alpha / beta), the calculation gives 0.293 / 0.271 Ha.

***

The molecule C24H29N5OS in a non-equilibrium geometry, computed with the ωB97M-V functional and the def2-TZVPD basis.

The geometry in ORCA input format:
```
! wB97M-V def2-TZVPD RIJCOSX def2/J DEFGRID3
* xyz 0 1
C 1.23057 0.39815 -0.35816
C -4.01732 -1.55925 -3.32656
H 2.62710 1.82436 -3.08561
C -2.32843 -0.74585 -0.28249
C -0.54412 -2.32832 -2.36590
H -4.96189 -3.50380 -3.04808
C -0.34107 -1.97274 -0.93103
H 0.64273 3.34149 6.19656
H 1.29223 1.43485 4.79707
H -0.58341 -1.97225 -5.85631
S -0.17718 -1.16688 -3.59586
H 0.73152 -1.92313 -0.72457
H -2.69228 0.27782 -0.13657
C -0.98872 -3.49271 -2.90785
H -2.08789 1.99416 3.39269
C 0.04841 1.82904 3.09139
C -0.09654 -0.31316 1.64204
C -4.37119 -2.69524 -2.66960
C 1.33353 1.09469 -1.55637
C 0.35178 1.95176 4.59743
N -0.15969 -1.58735 1.96193
H -1.29906 3.50830 2.93191
C -3.13251 -1.39779 -1.35523
C -3.79482 -2.58990 -1.38070
O -3.27570 -0.76615 -2.53808
H 5.17584 0.26248 -3.03377
H 1.22650 3.53076 2.50426
H 5.86710 0.84878 -1.52056
N -0.02054 -0.50190 3.79346
H -0.66829 1.15990 0.22750
N -0.92247 -0.66721 -0.65044
H -3.86070 -3.30269 -0.58432
N -0.00701 0.39750 2.80152
H 4.50268 -0.30609 0.09818
H -4.22194 -1.21073 -4.31935
H -1.58667 2.26675 1.72241
C -1.31887 2.43628 2.76245
H -1.27585 -4.34479 -2.31793
H -0.76800 -2.75550 -0.29018
C 2.38316 -0.10650 0.22615
H 2.11619 2.00565 2.47992
H -0.42786 1.42120 5.14554
C 5.05348 0.98703 -2.22833
C 3.72454 0.79117 -1.56601
H -1.37696 -4.29127 -4.92098
H -2.48004 -1.31481 0.64983
C 0.44609 3.37706 5.12796
H -0.48232 3.92127 4.97803
H 0.43798 1.47327 -2.02479
C 1.15897 2.47474 2.26192
H 5.12588 1.98233 -2.66174
H 0.97229 2.38691 1.19613
C 3.61537 0.09353 -0.37152
C -1.04383 -3.46378 -4.32027
C -0.15015 0.19109 0.23347
C -0.63882 -2.27469 -4.82951
N -0.11005 -1.65401 3.28357
H 1.25635 3.92876 4.65910
H 2.32778 -0.66826 1.14775
C 2.56413 1.28565 -2.15152
*
```

As for the energy relative to the best compared isomer or geometry (same formula, charge and spin): 62.4 kcal/mol. The HOMO energy comes out at -8.0 eV. The value obtained for the total energy is -1679.09463 hartree. For the HOMO-LUMO gap, the calculation gives 0.314 Ha. Its structure (SMILES) is CCC(C)(C)n1nnnc1[C@@H](c1ccc(C)cc1)N(Cc1ccco1)Cc1cccs1.

***

What is the energy relative to the best compared isomer or geometry (same formula, charge and spin) in the second record? 25.5 kcal/mol

***

What is the energy relative to the best compared isomer or geometry (same formula, charge and spin) in the third record? 62.4 kcal/mol